Entry 1:
{"formula": "C3H2Cl2F18NO4P2S2V", "method": "ωB97M-V with the def2-TZVPD basis set", "elements": ["V", "P", "F", "F", "F", "F", "F", "F", "P", "F", "F", "F", "F", "F", "F", "C", "F", "F", "F", "S", "O", "O", "N", "S", "O", "O", "C", "F", "F", "F", "C", "Cl", "Cl", "H", "H"], "xyz": [[-0.47352, 0.59055, -1.38963], [1.86334, 0.50465, -3.12369], [0.24654, 0.62777, -3.54535], [1.47513, 1.52112, -1.85422], [1.30308, -0.74214, -2.20117], [3.31655, 0.28377, -2.55994], [2.11842, -0.47767, -4.33564], [2.23199, 1.76920, -3.97658], [-2.77589, -0.41363, -0.04866], [-4.02032, 0.43019, 0.40153], [-2.57800, -1.02902, 1.36668], [-3.62767, -1.61773, -0.56817], [-1.35481, -1.14844, -0.53667], [-2.76707, 0.25052, -1.57790], [-1.76901, 0.90647, 0.31248], [1.96195, -3.56426, 3.15806], [1.37224, -4.20872, 4.16324], [2.71994, -2.60588, 3.67109], [2.74628, -4.42477, 2.50389], [0.63742, -2.91191, 1.98619], [1.06837, -3.17967, 0.66435], [-0.56074, -3.52304, 2.46076], [0.47327, -1.32308, 2.38714], [1.47349, -0.44645, 1.54064], [2.81043, -0.95428, 1.41704], [0.90967, 0.08869, 0.31440], [1.67413, 1.05121, 2.57058], [2.55454, 1.87018, 2.01467], [0.52331, 1.69892, 2.72312], [2.11684, 0.71463, 3.78015], [-3.15275, 4.14720, -2.44673], [-4.28963, 3.97266, -1.11713], [-1.80285, 3.01365, -2.34320], [-3.66941, 3.97451, -3.38307], [-2.75528, 5.15484, -2.42827]], "atomic_forces_ev_per_a": [[0.711, -1.032, 1.578], [0.589, -1.406, 0.049], [-0.378, 0.530, -0.217], [-0.257, 0.308, -0.044], [0.163, 0.153, 0.004], [0.020, 0.439, 0.131], [-0.202, -0.024, -0.250], [-0.004, 0.383, -0.245], [0.151, -0.138, 0.424], [-0.258, 0.352, -0.324], [0.161, 0.075, 0.448], [-0.228, -0.274, -0.307], [-0.122, 0.001, -0.500], [-0.265, 0.058, -0.232], [0.049, 0.005, 0.011], [-0.075, 0.108, -0.365], [0.041, -0.094, 0.102], [0.090, 0.074, 0.106], [-0.012, -0.033, 0.067], [-1.609, 0.976, 1.580], [0.612, -0.016, -0.798], [-0.109, -0.485, 0.147], [1.013, -0.719, -0.957], [0.618, -0.215, -0.273], [-0.013, 0.128, -0.008], [-0.478, 0.534, -0.363], [-0.372, -0.243, 0.552], [0.162, 0.144, -0.259], [-0.291, 0.227, -0.077], [0.156, -0.046, 0.160], [-0.286, 0.233, -0.038], [-0.047, -0.042, 0.034], [0.348, 0.241, -0.240], [-0.014, -0.153, 0.024], [0.135, -0.048, 0.079]], "lowdin_charge": [1.008, 0.169, -0.224, -0.210, -0.172, -0.082, -0.101, -0.092, 0.181, -0.091, -0.066, -0.075, -0.197, -0.227, -0.228, -0.664, 0.126, 0.130, 0.129, 0.592, -0.268, -0.289, -0.268, 0.603, -0.265, -0.370, -0.697, 0.150, 0.140, 0.136, -0.990, 0.545, 0.610, 0.030, 0.027], "spin_multiplicity": 4, "total_charge": -1, "orbital_gap_ev": [9.14, 9.30], "relative_energy_kcal_mol": 24.7}

***

Entry 2:
{"formula": "C24H38BO2Si", "method": "ωB97M-V with the def2-TZVPD basis set", "elements": ["C", "Si", "C", "C", "C", "C", "C", "C", "C", "C", "C", "C", "C", "O", "B", "O", "C", "C", "C", "C", "C", "C", "H", "H", "H", "H", "H", "H", "H", "H", "H", "H", "H", "H", "H", "H", "H", "H", "H", "H", "H", "H", "H", "H", "H", "H", "H", "H", "H", "H", "H", "H", "H", "H", "C", "C", "C", "C", "C", "C", "H", "H", "H", "H", "H", "H"], "xyz": [[-0.33374, -1.63292, 1.91286], [1.30441, -1.78273, 0.88922], [1.63782, -0.29518, -0.29857], [2.75157, -1.82978, 2.15850], [2.54074, -0.72294, 3.39426], [2.71924, 0.83340, 2.91069], [1.27582, 1.67460, 2.83631], [1.33364, 2.97860, 1.84434], [0.24092, 2.97289, 0.62202], [-1.29600, 2.61097, 1.06343], [-1.93856, 1.39852, 0.10838], [-3.26092, 0.74836, 0.82769], [-3.97656, -0.58295, 0.19244], [-4.81238, -1.08386, 1.33249], [-3.90397, -0.92859, 2.51288], [-3.21692, 0.35092, 2.24419], [1.13052, -3.35353, -0.21159], [0.12707, -4.62816, 0.11293], [0.04038, -5.88577, -0.93852], [0.89356, -5.97030, -2.35075], [1.92242, -4.69513, -2.65557], [2.01638, -3.41599, -1.58976], [-0.84074, -0.59587, 1.72104], [-0.19825, -1.78218, 3.06975], [-1.11725, -2.45792, 1.56020], [2.60450, -0.59305, -0.93262], [0.79350, -0.09405, -1.08569], [1.91041, 0.70696, 0.24241], [3.76323, -1.51702, 1.62098], [2.87950, -2.91769, 2.63088], [1.56328, -0.90765, 4.01153], [3.44380, -0.94361, 4.14275], [3.35188, 1.37500, 3.76549], [3.35480, 0.92983, 1.93269], [1.13121, 2.10449, 3.94040], [0.35517, 0.97414, 2.64711], [1.13717, 3.94419, 2.49804], [2.40515, 3.07879, 1.33444], [0.21041, 4.08945, 0.20073], [0.51687, 2.29614, -0.29194], [-1.97804, 3.56137, 0.82740], [-1.44075, 2.39857, 2.21028], [-2.29101, 1.81188, -0.95288], [-1.10289, 0.58256, -0.12428], [-4.11677, 1.56881, 0.82063], [-3.32881, -1.48318, -0.18448], [-4.76884, -0.23863, -0.59768], [-4.46784, -0.95070, 3.54485], [-3.26721, -1.92020, 2.50165], [-0.53728, -4.61137, 1.09679], [-0.69971, -6.77863, -0.71822], [0.81210, -6.85579, -3.12918], [2.52876, -4.72927, -3.65774], [2.74675, -2.54823, -1.88743], [-1.41829, 2.51647, -4.66682], [-0.67439, 1.70460, -3.81111], [0.53366, 2.16420, -3.28748], [0.99334, 3.44085, -3.61212], [0.24751, 4.25413, -4.46487], [-0.95599, 3.79091, -4.99588], [-2.35806, 2.15662, -5.07742], [-1.03605, 0.71246, -3.55273], [1.11637, 1.52879, -2.62609], [1.93234, 3.80107, -3.20025], [0.60508, 5.24962, -4.71646], [-1.53403, 4.42267, -5.66457]], "atomic_forces_ev_per_a": [[-1.193, -0.371, 0.062], [-0.928, 0.354, 0.755], [1.062, 0.635, -1.411], [1.125, 0.207, 0.989], [1.468, -0.471, 0.189], [-0.345, 0.516, 1.097], [0.605, 0.281, 0.957], [-0.106, -0.010, -0.459], [-0.615, 1.063, -0.114], [-0.952, 0.461, -0.962], [0.056, -0.455, 0.611], [-1.801, -0.713, 0.767], [-1.981, 0.029, 0.817], [1.135, 1.169, -2.256], [-0.680, -0.003, -1.362], [1.882, 1.591, -1.610], [0.075, -4.216, -3.691], [2.271, -0.116, -3.609], [1.778, 2.271, -0.957], [0.880, 4.291, 3.011], [-2.717, -0.445, 3.284], [-2.296, -3.466, 0.166], [0.710, -2.009, 0.572], [-0.254, 0.351, -2.270], [1.552, 1.950, 0.788], [-1.908, 0.708, 1.256], [1.495, -0.432, 1.591], [-0.664, -1.976, -0.939], [-1.910, -0.837, 1.138], [-0.213, 2.339, -1.029], [1.760, 0.493, -1.411], [-1.957, 0.451, -1.498], [-1.261, -1.091, -1.931], [-1.333, -0.344, 1.700], [0.153, -1.062, -2.356], [1.882, 1.341, 0.087], [0.463, -1.924, -1.436], [-2.123, -0.185, 1.264], [0.236, -2.375, 0.785], [-0.253, 1.185, 1.929], [1.463, -1.954, 0.642], [0.404, 0.064, -2.358], [0.799, -0.680, 2.315], [-1.774, 1.628, 0.660], [1.719, -1.241, -0.425], [-0.642, 1.901, 0.531], [1.690, -0.787, 0.972], [-0.790, 0.467, 0.979], [1.563, -0.990, 0.029], [1.576, -0.116, -2.448], [1.668, 2.107, -0.382], [0.084, 2.029, 1.980], [-1.214, 0.265, 2.235], [-1.648, -1.879, 0.736], [0.171, 0.086, 0.055], [0.066, 0.109, -0.048], [-0.082, 0.142, -0.138], [-0.175, -0.090, -0.079], [-0.044, -0.148, 0.030], [0.100, -0.134, 0.133], [0.131, 0.047, 0.078], [0.049, 0.151, -0.012], [-0.088, 0.101, -0.081], [-0.134, -0.049, -0.039], [-0.053, -0.143, 0.036], [0.064, -0.071, 0.094]], "lowdin_charge": [-0.194, 0.520, -0.212, -0.286, -0.256, -0.224, -0.199, -0.219, -0.225, -0.187, -0.139, -0.291, -0.157, -0.180, -0.700, -0.138, -0.206, -0.050, -0.086, -0.083, -0.076, -0.069, 0.030, 0.060, 0.040, 0.045, 0.035, 0.027, 0.084, 0.091, 0.099, 0.103, 0.109, 0.095, 0.117, 0.094, 0.109, 0.109, 0.110, 0.067, 0.112, 0.115, 0.119, 0.086, 0.148, 0.120, 0.113, 0.035, 0.029, 0.094, 0.074, 0.074, 0.064, 0.064, -0.096, -0.091, -0.097, -0.096, -0.105, -0.104, 0.100, 0.106, 0.078, 0.099, 0.095, 0.095], "total_charge": -1, "orbital_gap_ev": 5.70}

***

Entry 3:
{"formula": "C4H6N2O2", "method": "ωB97M-V with the def2-TZVPD basis set", "elements": ["C", "C", "C", "C", "N", "N", "O", "O", "H", "H", "H", "H", "H", "H"], "xyz": [[1.48685, 0.47343, 1.11405], [0.40364, -1.53241, 0.39670], [-1.20851, 1.63434, -0.50146], [0.20901, 0.06282, 0.56149], [2.40663, 1.05590, 1.50010], [0.35875, -1.96513, -0.92094], [0.48654, -2.21259, 1.33800], [-0.06799, 0.79339, -0.64655], [-1.29472, 2.12851, -1.44942], [-0.93908, 2.32498, 0.43415], [-2.13729, 1.23327, -0.31498], [-0.62670, 0.31928, 1.27478], [0.33593, -1.39489, -1.67005], [0.58694, -2.92090, -1.11589]], "atomic_forces_ev_per_a": [[0.874, 2.018, 0.614], [-1.719, 2.636, -4.060], [3.253, 2.585, 1.769], [-0.871, -0.828, -0.524], [-0.470, -0.865, -0.251], [0.297, -1.837, 3.610], [0.555, -1.890, 2.715], [-0.188, -1.451, 0.539], [0.159, 0.818, -0.179], [-0.895, -0.746, -2.254], [-1.917, -1.911, 0.612], [1.030, -0.873, -0.317], [-0.124, 2.623, -2.529], [0.017, -0.279, 0.255]], "lowdin_charge": [-0.156, -0.488, -0.081, -0.233, 0.183, 0.200, 0.127, -0.159, 0.086, 0.143, 0.053, 0.167, 0.047, 0.112], "orbital_gap_ev": 10.91, "relative_energy_kcal_mol": 47.8}

***

Entry 4:
{"formula": "C35H38CdN7P2S2", "method": "ωB97M-V with the def2-TZVPD basis set", "elements": ["Cd", "C", "C", "N", "C", "S", "N", "N", "C", "C", "C", "C", "C", "C", "C", "N", "H", "H", "H", "H", "H", "H", "H", "H", "H", "H", "H", "H", "H", "N", "P", "C", "C", "C", "C", "C", "C", "C", "C", "C", "C", "C", "C", "P", "C", "C", "C", "C", "C", "C", "C", "C", "C", "C", "C", "C", "H", "H", "H", "H", "H", "H", "H", "H", "H", "H", "H", "H", "H", "H", "H", "H", "H", "H", "H", "H", "H", "N", "C", "N", "S", "H", "H", "H", "H"], "xyz": [[-1.12764, -0.93084, -0.98926], [-3.33999, -2.75740, 4.60343], [-1.84809, -2.73911, 4.30306], [-1.53366, -3.13800, 2.93679], [-1.67857, -2.32834, 1.86998], [-1.26241, -3.08436, 0.33243], [-2.09453, -1.10863, 2.11042], [-2.17328, -0.29600, 1.02529], [-2.53539, 0.91999, 1.20439], [-2.89534, 1.51101, 2.52948], [-2.55559, 1.78298, -0.00617], [-3.07967, 3.06971, 0.03309], [-3.05909, 3.84364, -1.11523], [-2.51982, 3.31818, -2.27767], [-2.02312, 2.02695, -2.23944], [-2.03481, 1.28378, -1.13550], [-3.51601, -2.45558, 5.63681], [-3.75549, -3.75630, 4.46539], [-3.86671, -2.06713, 3.94617], [-1.31136, -3.42104, 4.96225], [-1.44511, -1.73884, 4.46331], [-1.27226, -4.08969, 2.74944], [-2.69966, 0.78943, 3.31567], [-3.95368, 1.78131, 2.55968], [-2.30897, 2.41471, 2.71158], [-3.49356, 3.46009, 0.95110], [-3.46302, 4.84753, -1.10074], [-2.48307, 3.88679, -3.19596], [-1.59893, 1.56731, -3.12500], [1.79099, 0.68873, -0.40761], [1.07853, 0.20337, 1.08938], [2.48255, -0.48658, 2.01808], [3.56480, 0.27400, 2.46093], [4.63003, -0.33576, 3.10240], [4.61971, -1.71065, 3.31203], [3.54452, -2.47357, 2.88146], [2.47852, -1.86209, 2.23578], [0.77535, 1.80119, 1.91334], [0.38891, 2.91422, 1.16816], [0.00771, 4.08946, 1.80093], [-0.00370, 4.16133, 3.18712], [0.36396, 3.05223, 3.93789], [0.74761, 1.87857, 3.30656], [1.22996, -0.12043, -1.76936], [1.22263, 1.08849, -3.11099], [1.41565, 2.44730, -2.88465], [1.26634, 3.35401, -3.92649], [0.91496, 2.90914, -5.19176], [0.71945, 1.55162, -5.42225], [0.87197, 0.64417, -4.38722], [2.45122, -1.36290, -2.24719], [3.52894, -1.08846, -3.08601], [4.47097, -2.07144, -3.34485], [4.34124, -3.32799, -2.76708], [3.26804, -3.60766, -1.93240], [2.32138, -2.62821, -1.67476], [2.72564, 1.08446, -0.41725], [3.56838, 1.34886, 2.31550], [5.46742, 0.25855, 3.44379], [5.45162, -2.18429, 3.81657], [3.53508, -3.54243, 3.05015], [1.63337, -2.45278, 1.89572], [0.38119, 2.86028, 0.08531], [-0.27888, 4.95061, 1.21022], [-0.29635, 5.07859, 3.68112], [0.35544, 3.10235, 5.01895], [1.03437, 1.01940, 3.90213], [1.67660, 2.80094, -1.89525], [1.42556, 4.40937, -3.74707], [0.79758, 3.61685, -6.00183], [0.44966, 1.20173, -6.40993], [0.71563, -0.41385, -4.57158], [3.62883, -0.11113, -3.54343], [5.30713, -1.85867, -3.99763], [5.07870, -4.09282, -2.97230], [3.16519, -4.58875, -1.48805], [1.48027, -2.84650, -1.02344], [-4.38064, -2.71343, -4.05531], [-3.51657, -2.52018, -3.05321], [-3.77181, -3.09620, -1.88492], [-2.14264, -1.55396, -3.34903], [-5.17912, -3.31892, -3.96843], [-4.20515, -2.26819, -4.93824], [-4.58098, -3.68231, -1.75975], [-3.08886, -3.06183, -1.12905]], "atomic_forces_ev_per_a": [[-0.013, -0.033, -0.044], [0.015, -0.012, 0.033], [-0.005, 0.012, -0.050], [-0.018, 0.074, 0.037], [-0.010, -0.058, -0.050], [0.020, -0.041, 0.043], [0.000, 0.026, 0.035], [-0.002, 0.016, -0.031], [0.014, -0.051, 0.029], [-0.016, -0.006, 0.007], [0.031, -0.027, -0.034], [-0.008, 0.010, 0.012], [0.002, 0.006, -0.006], [-0.017, 0.027, 0.000], [-0.003, -0.029, 0.024], [-0.005, 0.072, -0.039], [-0.016, -0.003, -0.010], [0.010, -0.002, 0.002], [0.004, 0.008, -0.002], [-0.012, -0.014, 0.009], [0.008, -0.007, -0.010], [0.012, -0.001, -0.017], [0.002, 0.001, 0.003], [0.004, 0.009, -0.005], [-0.003, -0.001, -0.006], [0.001, -0.003, -0.004], [0.000, -0.001, 0.000], [0.002, -0.002, 0.002], [0.005, -0.005, 0.000], [-0.003, -0.012, 0.037], [0.072, 0.032, 0.034], [-0.027, 0.036, -0.015], [0.006, 0.034, 0.001], [-0.004, -0.023, -0.002], [-0.024, 0.008, -0.010], [0.046, 0.012, 0.015], [-0.051, -0.025, -0.019], [0.004, 0.005, -0.016], [-0.003, 0.005, 0.002], [0.009, -0.008, 0.023], [-0.003, 0.006, -0.011], [0.001, -0.013, -0.003], [0.003, -0.012, -0.002], [-0.031, -0.052, -0.014], [-0.004, 0.042, 0.010], [0.003, -0.015, -0.011], [-0.003, 0.010, -0.005], [0.000, -0.011, 0.002], [0.004, 0.004, 0.005], [-0.006, -0.001, -0.019], [-0.007, -0.010, 0.035], [0.008, 0.027, -0.025], [0.004, -0.021, 0.006], [-0.003, 0.010, -0.005], [0.008, 0.014, -0.006], [0.003, -0.006, 0.005], [-0.001, 0.000, 0.018], [-0.002, -0.003, 0.002], [0.001, -0.003, 0.002], [0.000, -0.002, 0.001], [-0.001, -0.001, -0.002], [0.001, 0.001, 0.002], [0.006, -0.003, -0.001], [0.000, -0.002, -0.003], [0.002, -0.001, 0.003], [0.002, 0.001, -0.001], [0.004, 0.004, -0.006], [-0.002, -0.003, -0.001], [0.001, -0.002, 0.001], [0.002, 0.000, 0.001], [-0.001, -0.001, 0.003], [-0.001, 0.004, 0.002], [0.000, -0.003, 0.007], [-0.001, 0.001, 0.000], [-0.002, -0.001, -0.002], [-0.001, 0.002, 0.001], [-0.001, -0.004, -0.005], [-0.025, -0.003, 0.005], [0.015, -0.014, 0.019], [-0.008, 0.003, -0.017], [0.015, 0.031, 0.028], [0.004, -0.004, -0.002], [0.003, 0.003, -0.002], [-0.001, 0.002, -0.001], [-0.009, -0.003, 0.007]], "lowdin_charge": [0.981, -0.088, -0.245, -0.034, -0.828, 0.481, -0.010, -0.089, -0.292, -0.015, -0.239, -0.009, -0.038, -0.040, -0.146, 0.020, 0.074, 0.073, 0.061, 0.115, 0.103, 0.106, 0.068, 0.094, 0.072, 0.114, 0.117, 0.112, 0.085, -0.397, 0.955, -0.380, -0.095, -0.072, -0.072, -0.074, -0.104, -0.373, -0.113, -0.086, -0.085, -0.077, -0.096, 0.845, -0.397, -0.098, -0.073, -0.072, -0.068, -0.120, -0.363, -0.082, -0.068, -0.067, -0.067, -0.106, 0.085, 0.109, 0.108, 0.108, 0.107, 0.081, 0.079, 0.107, 0.107, 0.109, 0.109, 0.087, 0.109, 0.109, 0.111, 0.102, 0.107, 0.109, 0.110, 0.110, 0.054, 0.098, -0.921, 0.100, 0.525, 0.117, 0.096, 0.119, -0.046], "total_charge": 1, "orbital_gap_ev": 7.91, "relative_energy_kcal_mol": 0.0}

***

Question: Which formula does entry 4 have?
Answer: C35H38CdN7P2S2